Record 1
DFT (wB97M-V/def2-TZVPD) results for C17H23FN2OS in the gas phase.

HOMO (eV): -8.1
HOMO-LUMO gap (eV): 8.44
Energy (Eh): -1344.41665

Each line ends with the natural charge from an NBO analysis.
Cartesian coordinates (Å):
C (-0.7025, -2.5681, 0.7467)  -0.6142
C (-2.0328, -2.9789, 0.1221)  -0.2175
C (-1.8503, -3.3379, -1.3519)  -0.6111
C (-3.0824, -1.8724, 0.3095)  -0.2287
N (-2.6672, -0.6180, -0.2648)  -0.6125
C (-2.4917, 0.5267, 0.4274)  0.3176
S (-2.7519, 0.5681, 2.0676)  -0.2916
N (-2.1353, 1.6384, -0.2820)  -0.4430
C (-1.8740, 2.8907, 0.4114)  -0.2340
C (-0.3844, 3.2622, 0.3470)  -0.4068
C (0.4333, 1.9783, 0.2166)  -0.3273
C (1.9256, 2.2338, 0.3033)  0.6031
O (2.3940, 3.3462, 0.2259)  -0.5412
C (2.7982, 1.0325, 0.4053)  -0.1859
C (2.3861, -0.1765, 0.9636)  -0.1552
C (3.2497, -1.2540, 1.0176)  -0.2922
C (4.5285, -1.1149, 0.5065)  0.4237
F (5.3652, -2.1680, 0.5488)  -0.3190
C (4.9727, 0.0768, -0.0406)  -0.2870
C (4.1023, 1.1469, -0.0799)  -0.1390
C (0.1284, 1.3201, -1.1451)  -0.4002
C (-1.3515, 1.5604, -1.4973)  -0.2157
H (0.0071, -3.3911, 0.7090)  0.2093
H (-0.8448, -2.2760, 1.7841)  0.2228
H (-0.2765, -1.7256, 0.2054)  0.1964
H (-2.4115, -3.8611, 0.6480)  0.2045
H (-1.1872, -4.1940, -1.4503)  0.2162
H (-2.8045, -3.5923, -1.8085)  0.2076
H (-1.4085, -2.5103, -1.9043)  0.1908
H (-3.2476, -1.6990, 1.3752)  0.2519
H (-4.0298, -2.1835, -0.1456)  0.1921
H (-2.6097, -0.5980, -1.2695)  0.3905
H (-2.1919, 2.7664, 1.4472)  0.2567
H (-2.4872, 3.6717, -0.0500)  0.1964
H (-0.1696, 3.9132, -0.5017)  0.2069
H (-0.0945, 3.7969, 1.2507)  0.2330
H (0.1323, 1.3041, 1.0233)  0.2333
H (1.4015, -0.2840, 1.3902)  0.2247
H (2.9457, -2.1925, 1.4533)  0.2339
H (5.9795, 0.1525, -0.4194)  0.2335
H (4.4149, 2.0942, -0.4926)  0.2380
H (0.7616, 1.7544, -1.9213)  0.2167
H (0.3447, 0.2512, -1.0957)  0.2139
H (-1.7165, 0.7906, -2.1785)  0.1975
H (-1.4676, 2.5199, -2.0066)  0.2114

=====

Record 2
DFT (wB97M-V/def2-TZVPD) results for a molecular structure, C3Li2O3Pb.

HOMO (eV): -16.3
HOMO-LUMO gap (eV): 6.19
Total charge: +2
Energy (Eh): -547.30978

Each line ends with the natural charge from an NBO analysis.
Cartesian coordinates (Å):
O (-1.0574, -0.1490, 2.4691)  -0.5442
C (-1.1595, 0.5218, 1.4957)  1.0836
O (-1.8342, 0.9301, 0.6059)  -0.6262
Li (-1.0532, 0.9909, -1.2500)  0.9754
Li (0.8562, -1.1902, 2.3435)  0.9646
C (0.8798, -0.0266, 0.5704)  -0.6402
C (1.0238, -0.1496, -0.6530)  0.0693
O (0.7788, -0.1249, -1.9178)  -1.0208
Pb (1.5658, -0.8026, -3.6637)  1.7387

=====

Record 3
DFT (wB97M-V/def2-TZVPD) results for C6H9N in the gas phase.

HOMO (eV): -7.7
HOMO-LUMO gap (eV): 8.25
Energy (Eh): -288.67310
Energy above the lowest of the compared OMol25 structures with the same formula, charge and spin (eV): 2.965

Each line ends with the natural charge from an NBO analysis.
Cartesian coordinates (Å):
C (-1.2624, 1.7740, 1.2936)  -0.6028
C (-0.7856, 0.7627, 0.2671)  -0.1940
C (0.5514, 0.8313, -0.3943)  -0.0786
C (0.8788, -0.5301, -0.5888)  -0.2638
C (2.0345, -1.0237, -1.4200)  -0.6197
C (-0.0513, -1.3499, 0.0543)  0.1248
N (-1.0156, -0.6374, 0.6374)  -0.5366
H (-0.7331, 1.6861, 2.2475)  0.2152
H (-1.0901, 2.7761, 0.8939)  0.2368
H (-2.3388, 1.6547, 1.4755)  0.2002
H (-1.3470, 0.9331, -0.6752)  0.2602
H (2.2006, -2.1029, -1.3156)  0.1990
H (2.9602, -0.5049, -1.1503)  0.2263
H (1.8447, -0.8145, -2.4802)  0.2176
H (-0.0819, -2.4370, 0.0968)  0.2061
H (-1.8193, -1.0196, 1.1149)  0.4095

=====

Record 4
DFT (wB97M-V/def2-TZVPD) results for 11 unconnected molecules or ions with the total composition C41H75BrCl8F4N6O15.

HOMO (alpha / beta) (eV): -5.3 / -5.3
⟨S²⟩: 0.754
HOMO-LUMO gap (alpha / beta) (eV): 5.84 / 5.84
Multiplicity: 2
Total charge: -1
Energy (Eh): -9718.87776

Each line ends with the Mulliken spin population.
Cartesian coordinates (Å):
C (-3.3240, 1.5563, -6.7593)  0.0000
C (-2.6538, 0.3045, -6.1973)  0.0000
O (-3.5225, -0.4350, -5.3645)  0.0000
C (-3.1136, -1.7769, -5.2924)  0.0000
C (-3.8817, -2.5649, -4.2264)  0.0000
C (-2.8784, -3.2215, -3.2697)  0.0000
C (-2.1781, -2.1812, -2.3800)  0.0000
C (-2.9373, -2.0264, -1.0580)  0.0000
C (-2.5310, -0.9232, -0.0589)  0.0000
C (-3.6430, 0.1303, 0.0710)  0.0000
C (-3.6343, 1.0749, -1.0743)  0.0000
O (-3.5229, 0.8773, -2.2220)  0.0000
Br (-3.6773, 2.9965, -0.4284)  0.0000
C (-2.4166, -1.5810, 1.3282)  0.0000
C (-1.8072, -0.6900, 2.4177)  0.0000
C (-0.6548, 0.2213, 1.9874)  0.0000
N (-0.8074, 0.7376, 0.5899)  0.0000
C (0.3534, 1.5455, 0.1255)  0.0000
C (1.5789, 0.7002, -0.2172)  0.0000
O (1.5495, 0.3291, -1.5710)  0.0000
C (2.8571, 1.4294, 0.1480)  0.0000
F (2.8729, 1.7386, 1.4532)  0.0000
F (3.9265, 0.6621, -0.0947)  0.0000
F (3.0059, 2.5641, -0.5416)  0.0000
C (-1.1931, -0.3185, -0.4136)  0.0000
H (-4.2672, 1.7981, -6.2708)  0.0000
H (-3.5119, 1.4332, -7.8250)  0.0000
H (-2.6480, 2.4044, -6.6336)  0.0000
H (-1.7541, 0.5911, -5.6321)  0.0000
H (-2.3306, -0.3408, -7.0237)  0.0000
H (-3.2804, -2.2388, -6.2781)  0.0000
H (-2.0309, -1.8377, -5.1020)  0.0000
H (-4.5577, -1.9077, -3.6795)  0.0000
H (-4.4598, -3.3478, -4.7167)  0.0000
H (-2.1173, -3.6999, -3.8927)  0.0000
H (-3.3236, -3.9998, -2.6460)  0.0000
H (-2.1805, -1.2369, -2.9336)  0.0000
H (-1.1366, -2.4834, -2.2196)  0.0000
H (-3.9919, -1.8539, -1.2493)  0.0000
H (-2.8535, -2.9938, -0.5626)  0.0000
H (-3.5434, 0.7085, 0.9884)  0.0000
H (-4.6063, -0.4797, 0.1100)  0.0000
H (-1.8527, -2.5118, 1.2324)  0.0000
H (-3.4469, -1.8243, 1.6131)  0.0000
H (-2.5800, -0.0684, 2.8699)  0.0000
H (-1.4194, -1.3329, 3.2081)  0.0000
H (-0.6522, 1.1050, 2.6283)  0.0000
H (0.3272, -0.2363, 2.0981)  0.0000
H (-1.5937, 1.4022, 0.6141)  0.0000
H (0.5656, 2.3170, 0.8634)  0.0000
H (0.0345, 2.0386, -0.7921)  0.0000
H (1.5840, -0.2141, 0.3858)  0.0000
H (2.3914, 0.4981, -2.0070)  0.0000
H (-0.4250, -1.0924, -0.4182)  0.0000
H (-1.1948, 0.1771, -1.3833)  0.0000
C (3.9836, 0.8255, 4.3717)  -0.0001
N (3.7492, -0.0433, 5.5552)  0.0014
O (4.4305, 0.1442, 6.5427)  0.0001
O (2.8837, -0.8874, 5.4650)  -0.0001
H (4.7748, 1.5252, 4.6128)  0.0037
H (4.2556, 0.1773, 3.5440)  -0.0003
H (3.0515, 1.3413, 4.1637)  -0.0016
C (1.6939, -0.1833, 8.6480)  -0.0003
C (0.7851, 0.6079, 9.3380)  0.0001
C (-0.4825, 0.1287, 9.6159)  -0.0001
C (-0.8194, -1.1440, 9.1997)  0.0000
C (0.0608, -1.9479, 8.4966)  0.0000
C (1.3270, -1.4539, 8.2201)  0.0001
N (-2.1679, -1.6534, 9.5096)  0.0000
O (-2.9304, -0.9080, 10.0952)  0.0000
O (-2.4369, -2.7844, 9.1645)  0.0000
H (2.6864, 0.1898, 8.4291)  0.0007
H (1.0616, 1.6021, 9.6582)  -0.0003
H (-1.1936, 0.7344, 10.1548)  0.0000
H (-0.2437, -2.9299, 8.1674)  0.0000
H (2.0302, -2.0560, 7.6636)  0.0000
C (-1.2580, -6.6654, -4.9607)  0.0000
Cl (0.1167, -5.6488, -5.4155)  0.0000
Cl (-1.3067, -6.9062, -3.2112)  0.0000
Cl (-2.7658, -5.9840, -5.5466)  0.0000
H (-1.1251, -7.6373, -5.4164)  0.0000
C (-2.4594, 3.2626, 8.9356)  0.0000
Cl (-1.8938, 3.3897, 7.2683)  0.0000
Cl (-1.1467, 3.5059, 10.1008)  0.0000
H (-3.2100, 4.0235, 9.1078)  0.0000
H (-2.8686, 2.2700, 9.0876)  0.0000
C (-2.2828, -10.9663, -5.1337)  0.0000
Cl (-3.8416, -10.2831, -4.6791)  0.0000
Cl (-1.4011, -9.9227, -6.2642)  0.0000
H (-1.6798, -11.0780, -4.2410)  0.0000
H (-2.4461, -11.9201, -5.6196)  0.0000
C (-0.2116, -0.7899, -12.0508)  0.0000
O (0.9787, -0.1616, -11.5857)  0.0000
C (0.7057, 0.8836, -10.6701)  0.0000
C (0.8911, 0.4373, -9.2358)  0.0000
O (-0.0449, -0.5674, -8.8893)  0.0000
C (0.5036, -1.8696, -8.8799)  0.0000
H (0.0587, -1.6959, -12.5812)  0.0000
H (-0.8703, -1.0478, -11.2199)  0.0000
H (-0.7457, -0.1219, -12.7364)  0.0000
H (-0.3176, 1.2489, -10.8053)  0.0000
H (1.3915, 1.7108, -10.8821)  0.0000
H (0.7251, 1.2940, -8.5744)  0.0000
H (1.9143, 0.0790, -9.0778)  0.0000
H (1.1527, -2.0146, -8.0078)  0.0000
H (1.0730, -2.0745, -9.7901)  0.0000
H (-0.3277, -2.5700, -8.8137)  0.0000
F (-5.1067, -1.9143, 0.5159)  0.0000
C (-2.9027, -3.0755, -12.9475)  0.0000
O (-1.6948, -3.1623, -13.0912)  0.0000
N (-3.5307, -3.4584, -11.7972)  0.0000
N (-3.7204, -2.5730, -13.9238)  0.0000
H (-4.5187, -3.3771, -11.6501)  0.0000
H (-2.9558, -3.8154, -11.0575)  0.0000
H (-3.2853, -2.2751, -14.7758)  0.0000
H (-4.7124, -2.4804, -13.8193)  0.0000
C (4.8620, 4.9107, 9.7724)  0.0123
C (4.4583, 4.0037, 8.5994)  0.0231
C (5.2284, 2.6863, 8.6599)  0.0430
C (6.7122, 2.8465, 8.3403)  -0.0260
C (6.9137, 3.5358, 6.9912)  0.0317
C (6.1241, 4.8395, 6.8209)  0.0085
N (4.7058, 4.6584, 7.2726)  0.4023
O (3.9895, 4.1311, 6.3497)  0.5154
C (6.8062, 5.9845, 7.5844)  0.0176
C (6.1199, 5.2473, 5.3514)  -0.0078
C (2.9645, 3.7510, 8.7536)  -0.0057
H (4.3851, 4.5402, 10.6799)  0.0011
H (5.9299, 4.9285, 9.9685)  0.0001
H (4.5223, 5.9339, 9.6079)  -0.0106
H (4.7872, 1.9842, 7.9521)  -0.0105
H (5.0975, 2.2545, 9.6556)  0.0031
H (7.2217, 3.4015, 9.1326)  -0.0010
H (7.1821, 1.8618, 8.3111)  0.0007
H (7.9725, 3.7559, 6.8354)  0.0001
H (6.6188, 2.8409, 6.1980)  0.0057
H (6.1721, 6.8718, 7.5918)  -0.0130
H (7.7396, 6.2394, 7.0825)  0.0015
H (7.0612, 5.7356, 8.6101)  0.0014
H (5.7640, 4.4473, 4.7073)  0.0019
H (7.1405, 5.4947, 5.0570)  0.0000
H (5.4898, 6.1218, 5.1889)  0.0005
H (2.3953, 4.6811, 8.7662)  -0.0052
H (2.7983, 3.2319, 9.6992)  0.0007
H (2.5734, 3.1215, 7.9574)  0.0061
O (-7.4489, 0.1860, -6.4731)  0.0000
Cl (-7.6068, 1.3370, -5.6117)  0.0000
O (-6.4523, 2.2030, -5.7535)  0.0000
O (-7.7233, 0.9103, -4.2392)  0.0000
O (-8.7964, 2.0666, -5.9979)  0.0000

=====

Record 5
DFT (wB97M-V/def2-TZVPD) results for 6 unconnected molecules or ions with the total composition C27H33Cl3O14.

HOMO (eV): -9.6
HOMO-LUMO gap (eV): 7.93
Energy (Eh): -3482.49927

Each line ends with the Löwdin charge.
Cartesian coordinates (Å):
O (0.0189, -24.3553, 21.7314)  0.0921
C (0.3372, -24.3172, 20.5642)  -0.3137
C (-0.5886, -24.5329, 19.4536)  0.0757
C (-0.1436, -24.5091, 18.1952)  -0.2365
O (-0.9703, -24.5906, 17.1584)  0.1171
C (1.3223, -24.4126, 17.8553)  -0.3153
O (1.6989, -24.6436, 16.7311)  0.1248
C (2.2066, -24.0512, 18.9615)  0.0689
C (1.7469, -23.9253, 20.2063)  -0.2458
O (2.5547, -23.6638, 21.2365)  0.1042
H (-1.6491, -24.5850, 19.6594)  0.1279
H (-0.4452, -24.7167, 16.3510)  0.1224
H (3.2692, -23.8980, 18.8093)  0.1408
H (1.9962, -23.5142, 22.0175)  0.1238
O (2.1893, -26.4813, 22.4626)  0.0667
C (3.1981, -26.7449, 21.8364)  -0.3023
C (3.2153, -27.1938, 20.4536)  0.0735
C (4.3699, -27.3717, 19.8059)  -0.2333
O (4.4266, -27.6990, 18.5233)  0.1236
C (5.7080, -27.2483, 20.4943)  -0.3124
O (6.7185, -27.3948, 19.8443)  0.1212
C (5.6809, -26.9257, 21.9134)  0.0767
C (4.5279, -26.6582, 22.5321)  -0.2277
O (4.4836, -26.3231, 23.8215)  0.1198
H (2.2753, -27.2055, 19.9145)  0.1390
H (5.3665, -27.7998, 18.2884)  0.1233
H (6.5900, -27.0274, 22.4922)  0.1390
H (3.5645, -26.0669, 24.0110)  0.1210
O (0.1835, -26.6453, 28.6032)  0.1068
C (-0.5092, -27.4497, 29.1826)  -0.3167
C (-1.4489, -28.3521, 28.5383)  0.0701
C (-2.1986, -29.1845, 29.2595)  -0.2278
O (-3.0939, -29.9967, 28.6844)  0.1086
C (-2.1542, -29.2053, 30.7713)  -0.3217
O (-2.9504, -29.8870, 31.3746)  0.1199
C (-1.1087, -28.4098, 31.4013)  0.0706
C (-0.3682, -27.5703, 30.6811)  -0.2368
O (0.5971, -26.8310, 31.2296)  0.1071
H (-1.6311, -28.2514, 27.4758)  0.1020
H (-3.2831, -30.7475, 29.2628)  0.1220
H (-0.9865, -28.4964, 32.4732)  0.1368
H (1.2033, -26.5290, 30.5370)  0.1193
Cl (-0.1127, -28.8878, 22.8080)  0.5450
C (-0.6150, -27.2565, 23.2539)  -1.5531
Cl (-0.6799, -27.0599, 25.0074)  0.5862
Cl (-2.1228, -26.7965, 22.4897)  0.5860
H (0.1533, -26.5804, 22.9064)  -0.0499
C (-6.9782, -30.1055, 17.8343)  -0.0781
C (-5.5080, -29.9262, 18.0740)  -0.3109
O (-5.2518, -28.5917, 18.4411)  -0.1545
C (-3.9553, -28.3918, 18.9465)  -0.2909
C (-3.8492, -26.9629, 19.4525)  -0.0941
H (-7.1354, -31.1000, 17.4047)  0.0766
H (-7.5786, -30.0787, 18.7416)  0.0754
H (-7.3074, -29.3516, 17.1228)  0.0785
H (-5.0889, -30.6152, 18.8245)  0.1168
H (-4.9564, -30.2003, 17.1576)  0.1200
H (-3.7657, -29.1149, 19.7510)  0.1179
H (-3.1903, -28.5340, 18.1672)  0.1217
H (-4.4730, -26.8094, 20.3326)  0.0708
H (-4.1891, -26.2888, 18.6620)  0.0811
H (-2.8174, -26.6877, 19.6631)  0.0279
C (-4.3469, -22.0200, 28.8018)  -0.0777
C (-4.8590, -22.6524, 27.5308)  -0.2890
O (-3.9315, -23.5080, 26.8953)  -0.1564
C (-2.8700, -22.8402, 26.2473)  -0.2929
C (-2.0099, -23.8813, 25.5706)  -0.0941
H (-4.3563, -22.7478, 29.6151)  0.0760
H (-3.3152, -21.6853, 28.6971)  0.0623
H (-4.9418, -21.1598, 29.1077)  0.0752
H (-5.7270, -23.2847, 27.7390)  0.1170
H (-5.2573, -21.9077, 26.8234)  0.1154
H (-3.2710, -22.1337, 25.5081)  0.1207
H (-2.2578, -22.3041, 26.9790)  0.1070
H (-1.2439, -23.4124, 24.9539)  0.0769
H (-2.5907, -24.6272, 25.0321)  0.0560
H (-1.4878, -24.4515, 26.3464)  0.0567